No. 1
A cluster of 2 separate species, C6H9N3O2 in total. Source: OMol25; level of theory: the ωB97M-V functional and the def2-TZVPD basis.

XYZ file:
```
20
Properties=species:S:1:pos:R:3:lowdin_charge:R:1
C -1.507 1.173 1.133 -0.05
C -2.047 0.894 -1.134 -0.08
C -1.540 -2.037 0.141 -0.63
C -2.707 1.126 0.195 -0.12
C -0.864 -0.574 -0.139 -0.20
C 2.669 -0.846 0.044 -0.15
N -0.666 0.232 0.958 0.17
N -1.109 0.045 -1.252 0.15
N 1.469 -1.369 -0.581 -0.02
O -0.810 -2.985 0.119 0.07
O -2.723 -1.709 0.303 0.04
H -1.628 1.866 1.908 0.11
H -2.271 1.439 -2.097 0.15
H -3.373 0.281 0.413 0.12
H -3.361 2.038 0.295 0.13
H 3.168 -0.085 -0.573 0.08
H 2.253 -0.393 0.890 0.03
H 3.409 -1.589 0.459 0.09
H 0.872 -2.058 -0.193 0.02
H 1.577 -1.560 -1.573 0.09
```

The calculation puts the HOMO-LUMO gap at 8.0057 eV. The HOMO energy is -0.330 Eh.

No. 2
The molecule C6H9N3O2. Source: OMol25; level of theory: the ωB97M-V functional and the def2-TZVPD basis.

XYZ file:
```
20
Properties=species:S:1:pos:R:3:lowdin_charge:R:1
C -0.709 0.370 0.080 -0.08
C -1.970 -0.426 0.163 -0.47
C 2.081 1.006 0.345 0.00
C 3.048 -1.124 -0.491 -0.04
C -4.336 -0.272 0.046 -0.06
C 3.268 0.259 0.220 -0.22
N -0.804 1.609 -0.181 0.02
N 1.350 1.882 0.044 0.07
N 0.206 2.406 -0.163 -0.07
O -2.053 -1.664 0.207 0.05
O -3.063 0.298 -0.057 -0.08
H 0.202 -0.308 0.069 0.11
H 2.519 -1.559 0.385 0.10
H 4.061 -1.395 -0.784 0.08
H 2.561 -0.968 -1.401 0.06
H -5.033 0.549 0.101 0.08
H -4.298 -0.572 1.123 0.11
H -4.574 -1.037 -0.766 0.12
H 4.010 0.874 -0.171 0.11
H 3.534 0.072 1.231 0.11
```

The calculation puts the HOMO-LUMO gap at 8.3107 eV. The HOMO energy is -0.309 Eh.

No. 3
The ion C6H9N4 with charge +1. Source: OMol25; level of theory: the ωB97M-V functional and the def2-TZVPD basis.

XYZ file:
```
19
Properties=species:S:1:pos:R:3:lowdin_charge:R:1
C 1.224 -1.410 -0.051 0.05
C 1.788 -0.059 0.009 -0.27
C -0.115 -1.244 -0.116 -0.20
C -2.285 -0.747 -0.029 0.05
C 3.157 0.391 0.219 -0.02
C -2.056 1.753 0.017 0.05
N 0.773 0.887 0.013 0.17
N -0.301 0.129 0.020 -0.09
N -1.382 -1.815 -0.102 0.20
N -1.611 0.384 0.086 -0.06
H 1.898 -2.289 -0.268 0.14
H -3.415 -0.735 -0.099 0.19
H 3.703 -0.537 -0.023 0.10
H 3.398 1.175 -0.541 0.11
H 3.323 0.775 1.168 0.07
H -3.032 1.805 -0.487 0.11
H -1.267 2.192 -0.607 0.11
H -2.295 2.137 1.034 0.13
H -1.506 -2.793 -0.243 0.17
```

The calculation puts the HOMO-LUMO gap at 9.1656 eV. Its structure (SMILES) is Cc1cc2[nH]c[n+](C)n2n1. The HOMO energy is -0.481 Eh. As for the charge: +1.

No. 4
The ion C6H9N4 with charge +1. Source: OMol25; level of theory: the ωB97M-V functional and the def2-TZVPD basis.

XYZ file:
```
19
Properties=species:S:1:pos:R:3:mulliken_spin:R:1
C 2.688 0.103 0.088 -0.01
C 0.742 1.540 -0.238 0.69
C -1.030 -0.522 0.458 -0.01
C -1.544 1.977 0.396 0.05
C 0.230 -0.700 -0.508 0.13
C 1.004 -1.943 -0.213 0.01
N 3.784 -0.033 0.370 0.03
N -0.202 2.212 -0.182 0.30
N -1.939 0.658 0.036 0.71
N 1.251 0.373 -0.418 0.09
H -1.598 -1.573 0.562 0.03
H -0.670 -0.190 1.390 -0.01
H -2.221 2.643 -0.223 0.00
H -1.402 2.350 1.444 0.02
H -0.179 -0.717 -1.550 -0.01
H 0.324 -2.812 -0.493 0.00
H 1.294 -2.120 0.881 0.00
H 1.850 -1.918 -0.865 0.00
H -2.382 0.671 -0.934 -0.02
```

The calculation puts the HOMO-LUMO gap (alpha / beta) at 8.0502 / 6.1321 eV. The spin multiplicity is 3. The HOMO energy (alpha / beta) is -0.420 / -0.546 Eh. As for the charge: +1. The expectation value of S² is 2.01.

No. 5
The ion C6H9N4O2 with charge +1. Source: OMol25; level of theory: the ωB97M-V functional and the def2-TZVPD basis.

XYZ file:
```
21
Properties=species:S:1:pos:R:3:lowdin_charge:R:1
C 0.324 -0.854 -0.566 -0.05
C 3.975 0.359 -2.399 -0.53
C 2.176 -1.265 -1.923 -0.38
C -1.215 0.398 1.235 -0.07
C 1.788 0.994 -1.423 0.01
C -2.468 -0.193 1.800 -0.07
N 3.468 -0.904 -2.263 0.24
N 3.014 1.290 -2.006 0.14
N 1.424 -0.270 -1.167 0.03
N -0.611 -0.475 0.394 0.05
O 5.038 0.599 -2.839 0.18
O 1.656 -2.290 -2.235 0.17
H 0.262 -1.808 -1.047 0.11
H -0.778 1.345 1.517 0.12
H 1.051 1.889 -1.275 0.20
H -2.409 -0.501 2.832 0.08
H -2.864 -1.079 1.222 0.11
H -3.273 0.528 1.604 0.09
H 4.098 -1.624 -2.595 0.19
H 3.257 2.329 -2.176 0.22
H -1.207 -1.312 0.509 0.14
```

The calculation puts the HOMO-LUMO gap (alpha / beta) at 6.5365 / 6.9771 eV. The HOMO energy (alpha / beta) is -0.413 / -0.421 Eh. As for the charge: +1.

No. 6
The molecule C6H9N5O2. Source: OMol25; level of theory: the ωB97M-V functional and the def2-TZVPD basis.

XYZ file:
```
22
Properties=species:S:1:pos:R:3:mulliken_spin:R:1
C 3.370 1.871 -0.341 -0.05
C 3.109 -0.193 -0.066 0.03
C 1.061 -1.939 0.541 0.09
C 0.670 -0.334 0.179 0.02
C -1.145 -0.841 -1.292 0.00
C -0.656 1.354 0.955 0.00
N 4.048 0.717 -0.351 0.12
N 2.067 1.734 -0.118 0.14
N 3.319 -1.506 0.175 0.66
N 2.409 -2.245 0.521 0.86
N 1.886 0.454 0.023 0.06
O 0.167 -0.421 -1.174 0.01
O -0.187 0.088 1.141 0.00
H 3.777 2.839 -0.255 0.00
H 0.727 -2.145 1.607 0.03
H 0.400 -2.469 -0.142 0.03
H -1.082 -1.662 -1.954 0.00
H -1.771 -0.097 -1.911 0.00
H -1.617 -1.096 -0.423 0.00
H -1.432 1.444 1.801 0.00
H -1.390 1.305 0.051 0.00
H -0.031 2.187 0.779 0.00
```

The calculation puts the HOMO-LUMO gap (alpha / beta) at 7.9670 / 7.3041 eV. The spin multiplicity is 3. The HOMO energy (alpha / beta) is -0.267 / -0.346 Eh. The expectation value of S² is 2.02.

No. 7
The ion C6H9N6 with charge +1. Source: OMol25; level of theory: the ωB97M-V functional and the def2-TZVPD basis.

XYZ file:
```
21
Properties=species:S:1:pos:R:3:lowdin_charge:R:1
C -2.807 -1.185 0.251 -0.05
C -3.013 0.182 -0.157 -0.05
C -0.550 -0.761 0.240 -0.15
C -0.829 0.649 0.089 -0.25
C 0.725 -1.303 -0.054 -0.28
C 2.038 0.611 0.543 0.09
N -1.574 -1.635 0.377 0.12
N -2.080 1.094 -0.195 0.13
N 0.108 1.596 0.371 -0.02
N 1.849 -0.540 -0.115 0.05
N 0.880 -2.618 -0.201 0.17
N -0.188 2.748 -0.156 0.09
H -3.587 -1.783 0.639 0.11
H -4.055 0.554 -0.199 0.13
H 2.765 1.315 0.099 0.13
H 1.560 0.825 1.500 0.11
H 2.642 -1.027 -0.512 0.17
H -0.058 -3.156 -0.269 0.17
H 1.739 -3.123 -0.339 0.12
H -1.004 2.638 -0.767 0.11
H 0.230 3.582 0.037 0.09
```

The calculation puts the HOMO-LUMO gap (alpha / beta) at 6.5447 / 6.5333 eV. Its structure (SMILES) is C=[NH+]/C(N)=C1/N=CC=N/C1=N\N. The HOMO energy (alpha / beta) is -0.410 / -0.409 Eh. As for the charge: +1.

No. 8
The ion C6H9N6O with charge +1. Source: OMol25; level of theory: the ωB97M-V functional and the def2-TZVPD basis.

XYZ file:
```
22
Properties=species:S:1:pos:R:3:lowdin_charge:R:1
C -2.282 1.936 0.269 -0.05
C -0.991 1.487 0.505 0.05
C 1.688 -0.029 1.606 -0.07
C 2.370 0.743 -0.456 -0.50
C 0.770 -1.083 1.037 -0.06
C 0.256 -0.572 -0.344 -0.39
N -2.968 0.989 -0.292 0.14
N -2.222 -0.025 -0.418 0.08
N 2.341 0.826 0.919 0.18
N -0.975 0.246 -0.004 0.02
N 1.234 0.106 -1.030 0.16
N -0.443 -1.774 -1.184 0.13
O 3.280 1.050 -1.160 0.17
H -2.571 2.878 0.554 0.11
H -0.069 1.930 0.932 0.16
H 1.641 -0.213 2.687 0.14
H 1.131 -2.114 0.791 0.15
H -0.176 -1.386 1.506 0.13
H 1.057 0.129 -2.030 0.17
H -0.285 -1.645 -2.161 0.07
H -2.482 -0.802 -0.933 0.15
H -0.304 -2.676 -0.796 0.07
```

The calculation puts the HOMO-LUMO gap at 9.8000 eV. Its structure (SMILES) is N[C@@]1([n+]2ccn[nH]2)CC=NC(=O)N1. The HOMO energy is -0.522 Eh. As for the charge: +1.

no.,DFT total energy (eV)
1,-14929.64723
2,-14927.55881
3,-12319.37058
4,-12313.65206
5,-16414.18194
6,-17907.19470
7,-15298.83181
8,-17346.66434